Below is a structure of composition C39H34CaF11NO6P2S2, with properties calculated with ωB97M-V/def2-TZVPD.

Last column: Mulliken charge in e.
Element x y z (Å)
Ca1 -0.45660 0.18900 0.59848  2.873
O1 2.27300 0.39304 -0.40628  0.162
P1 3.51205 -0.43823 -0.24032  0.366
C1 3.02388 -1.98612 0.65602  -0.959
P2 1.55474 -2.77583 0.01478  0.760
O2 0.38195 -1.87488 -0.09642  -0.442
C2 1.18558 -4.09064 1.20047  0.458
C3 -0.00653 -4.00331 1.90728  -0.418
C4 -0.31493 -4.96691 2.86314  -0.649
C5 0.55803 -6.01557 3.09814  -0.521
C6 1.73894 -6.11768 2.37161  -0.708
C7 2.05083 -5.15544 1.42022  -0.739
C8 1.93625 -3.64512 -1.51190  1.008
C9 3.21670 -4.00686 -1.90030  0.051
C10 3.40364 -4.76510 -3.04917  -0.634
C11 2.31005 -5.16233 -3.80274  -0.619
C12 1.02610 -4.79766 -3.42012  -0.628
C13 0.83506 -4.04103 -2.27288  -0.889
C14 4.63838 0.29032 0.97956  0.483
C15 5.70191 -0.39078 1.55986  -0.306
C16 6.50543 0.23603 2.50621  -0.834
C17 6.23960 1.54437 2.88659  -0.508
C18 5.17060 2.22208 2.32387  -0.492
C19 4.37174 1.59644 1.37365  -0.428
C20 4.39530 -0.82244 -1.66590  0.662
C21 5.83111 -1.01422 -1.76020  -0.689
C22 6.42525 -1.29649 -2.96282  -0.461
C23 5.67230 -1.39200 -4.16653  -0.883
C24 4.26726 -1.15523 -4.09467  -0.443
C25 3.64542 -0.88116 -2.91160  -0.788
H1 2.72545 -1.69719 1.67321  -0.318
H2 3.85578 -2.69303 0.71743  0.819
H3 -0.67826 -3.17473 1.71068  0.369
H4 -1.23863 -4.88756 3.42339  0.501
H5 0.32037 -6.76049 3.84902  0.376
H6 2.41374 -6.94786 2.54351  0.382
H7 2.96538 -5.23940 0.84120  0.338
H8 4.07784 -3.65492 -1.34474  0.172
H9 4.40801 -5.01376 -3.36730  0.394
H10 2.45960 -5.74667 -4.70351  0.354
H11 0.17340 -5.09926 -4.01702  0.422
H12 -0.15972 -3.72758 -1.96921  0.440
H13 5.90146 -1.41991 1.28265  0.325
H14 7.33354 -0.30079 2.95398  0.381
H15 6.85970 2.02934 3.63179  0.355
H16 4.94802 3.23636 2.63312  0.424
H17 3.51911 2.10476 0.93444  0.130
H18 6.45574 -0.92931 -0.87942  0.207
H19 7.50244 -1.43724 -2.99359  0.384
H20 6.15654 -1.60651 -5.11153  0.340
H21 3.66999 -1.19865 -5.00139  0.390
H22 2.57606 -0.69790 -2.89251  0.191
F1 1.08141 1.92393 -2.36897  -0.134
C26 1.19998 3.15546 -1.94574  0.722
F2 2.48861 3.47670 -1.87747  -0.244
F3 0.61106 3.97737 -2.83212  -0.288
S1 0.44034 3.51220 -0.27601  1.255
O3 0.66519 2.35069 0.57296  -0.141
O4 1.09558 4.73859 0.05537  -0.710
N1 -1.11200 3.70999 -0.54188  -0.823
S2 -1.87064 2.30500 -0.44549  0.986
O5 -1.36743 1.35810 -1.41856  -0.541
O6 -2.04677 1.81402 0.90804  -0.597
C27 -3.52836 2.94944 -0.94097  0.326
F4 -3.84113 3.96313 -0.13027  -0.224
F5 -3.45843 3.40548 -2.18943  -0.230
F6 -4.46421 2.04057 -0.85572  -0.159
C28 0.43095 1.68955 3.95601  -2.346
C29 0.73249 0.19076 4.04018  3.691
C30 2.25843 0.03710 4.16035  -1.519
C31 0.21566 -0.54104 2.79171  -1.566
C32 0.03274 -0.45607 5.24440  -0.361
C33 0.36976 -1.75162 5.65568  0.030
C34 -0.27212 -2.37433 6.71518  -0.987
C35 -1.29360 -1.72571 7.40156  -0.370
C36 -1.65943 -0.45337 6.99511  -0.905
C37 -1.00413 0.16970 5.93571  -0.149
H23 1.05322 2.13449 3.17519  0.212
H24 0.64269 2.20377 4.90101  0.541
H25 -0.61029 1.86819 3.67685  0.340
H26 2.71913 0.36762 3.22493  -0.004
H27 2.55630 -0.99870 4.33518  0.192
H28 2.66141 0.65140 4.97795  0.502
H29 0.50106 -1.59982 2.94753  -0.325
H30 1.13829 -2.29575 5.11913  0.172
H31 0.02350 -3.37920 6.99933  0.349
H32 -1.79357 -2.20715 8.23336  0.382
H33 -2.46630 0.06541 7.50054  0.360
H34 -1.32029 1.16119 5.64054  0.333
F7 -2.52388 -2.41259 -0.54124  -0.312
C38 -2.63016 -1.15092 0.08733  0.126
F8 -3.48834 -0.43971 -0.80343  -0.311
C39 -3.58562 -1.44227 1.25126  0.392
F9 -2.93453 -2.06192 2.25459  -0.210
F10 -4.11496 -0.31452 1.75201  -0.274
F11 -4.64180 -2.24531 0.95551  -0.343

Relative energy (zero: lowest compared OMol25 entry of this formula, charge and spin) ... 86.9 kJ/mol
LUMO energy (alpha / beta) ... 4.1 / 4.2 eV
E_tot ... -5268.08148 Ha
Molar mass ... 987.8 g mol⁻¹
Kohn-Sham gap (alpha / beta) ... 5.6 / 3.7 eV
Total charge ... -2
2S+1 ... 1

Below is the ion C8H6ClN2O2 with charge +1, with properties calculated with ωB97M-V/def2-TZVPD.

Last column: Mulliken charge in e.
Element x y z (Å)
C1 2.97805 -1.13690 0.89502  -0.382
C2 2.04666 -1.98033 0.27070  -0.614
C3 2.70464 0.18071 1.08710  -0.416
C4 0.92616 -1.40428 -0.24196  -0.113
C5 1.64602 0.84257 0.52072  -0.233
C6 0.70953 0.03045 -0.11532  0.722
C7 -3.53502 1.10697 -0.70747  -0.072
C8 -3.83781 2.08360 0.10166  0.709
N1 -1.37368 0.19883 -1.15116  0.324
N2 -0.41691 0.68830 -0.49912  -0.193
O1 -4.11089 2.80432 0.93182  -0.205
O2 -2.38207 1.10681 -1.51918  -0.302
Cl1 -4.73268 -0.05130 -1.20524  -0.148
H1 3.88524 -1.36221 1.29211  0.472
H2 2.03095 -3.04581 0.07392  0.362
H3 3.47968 0.83414 1.64488  0.287
H4 0.29013 -2.18789 -0.60330  0.254
H5 1.36740 1.94582 0.65773  0.379
H6 -1.67538 -0.65379 -1.43290  0.166

LUMO energy ... -6.2 eV
E_tot ... -1028.16658 Ha
Molar mass ... 197.6 g mol⁻¹
SMILES ... O=C=C(Cl)O/[NH+]=N/c1ccccc1
Kohn-Sham gap ... 6.6 eV
Total charge ... +1
2S+1 ... 1

Below is a cluster of 10 separate species, C28H50N14O4 in total, with properties calculated with ωB97M-V/def2-TZVPD.

Last column: Mulliken charge in e.
Element x y z (Å)
C1 -5.15911 -1.00484 3.75625  0.669
O1 -6.16137 -0.39265 4.07473  -0.667
N1 -5.20783 -2.16428 3.02633  -0.393
N2 -3.91062 -0.62145 4.15510  -0.187
H1 -6.07572 -2.45648 2.62433  0.209
H2 -4.34987 -2.57761 2.70937  0.152
H3 -3.17327 -1.25840 3.91174  -0.002
H4 -3.75844 0.18515 4.72130  0.179
C2 2.88974 -0.29488 4.12048  0.690
O2 2.65889 -1.29898 3.45383  -0.741
N3 4.06033 -0.13580 4.81581  -0.489
N4 1.99084 0.72438 4.27759  -0.420
H5 4.67440 -0.92842 4.86957  0.258
H6 4.03681 0.50449 5.59166  0.171
H7 1.08111 0.63839 3.85867  0.237
H8 2.05788 1.26304 5.12488  0.211
C3 -4.30466 2.11891 1.57476  0.475
O3 -5.43491 2.08734 2.00576  -0.636
N5 -3.15278 2.21187 2.33414  -0.226
N6 -4.03325 2.17259 0.21524  -0.026
H9 -2.32688 2.55698 1.87886  0.135
H10 -3.31350 2.23512 3.32202  0.229
H11 -3.21294 2.63362 -0.14759  -0.206
H12 -4.85057 2.19815 -0.36896  0.261
C4 -0.68914 -2.52629 5.15546  0.577
O4 -1.81642 -2.90976 5.38821  -0.621
N7 0.06802 -1.83932 6.06847  -0.344
N8 -0.04609 -2.71800 3.96139  -0.205
H13 1.00902 -1.56399 5.84966  0.135
H14 -0.31226 -1.49505 6.92842  0.207
H15 -0.48666 -3.25433 3.23858  0.204
H16 0.90845 -2.41747 3.84352  0.115
C5 0.23535 -0.60422 -4.65560  -0.836
C6 -0.21700 -1.67690 -5.61763  -0.465
C7 0.13596 -3.09569 -5.13933  -0.495
C8 -0.18168 -3.35381 -3.72424  0.220
N9 -0.37887 -3.61437 -2.62401  -0.418
H17 -0.41105 -0.56906 -3.77244  0.107
H18 0.15623 0.41063 -5.05063  0.445
H19 1.24551 -0.79420 -4.29126  0.254
H20 0.29901 -1.57496 -6.57601  0.245
H21 -1.28715 -1.71024 -5.82222  0.315
H22 1.19497 -3.35963 -5.21522  0.278
H23 -0.39089 -3.83877 -5.73987  0.373
C9 5.03986 2.05571 -3.51259  -1.375
C10 4.12439 1.43526 -2.46904  0.543
C11 3.14976 2.43350 -1.85707  0.552
C12 3.71249 3.59106 -1.14759  0.025
N10 4.14657 4.50591 -0.60780  -0.521
H24 5.72110 1.30399 -3.90434  0.392
H25 5.56236 2.92746 -3.12351  0.352
H26 4.41666 2.40595 -4.34121  0.343
H27 4.68708 0.94239 -1.67264  -0.190
H28 3.43923 0.68339 -2.87196  0.027
H29 2.48878 1.96450 -1.12326  -0.421
H30 2.51859 2.89717 -2.62493  0.264
N11 -5.00512 -1.80143 -2.94719  0.032
C13 -4.24627 -0.87034 -2.25750  -1.058
C14 -4.63723 -0.93690 -0.94883  0.607
C15 -5.66058 -1.91370 -0.82008  -0.732
C16 -5.76767 -2.49329 -2.06310  -0.554
H31 -4.98549 -1.98534 -3.93261  0.175
H32 -3.65173 -0.14882 -2.79024  0.442
H33 -4.45355 -0.15361 -0.22685  0.248
H34 -6.22709 -2.19826 0.04708  0.411
H35 -6.42339 -3.30561 -2.33604  0.369
N12 -1.13906 3.43516 -1.98628  0.211
C17 -0.58483 3.69867 -0.76574  -0.453
C18 -1.47454 4.45630 -0.04124  -0.617
C19 -2.61669 4.61734 -0.87261  -0.628
C20 -2.35265 4.06256 -2.09845  -0.250
H36 -0.60387 2.94626 -2.68134  0.193
H37 0.39390 3.31569 -0.53091  0.301
H38 -1.38033 4.89321 0.93814  0.528
H39 -3.57311 5.07926 -0.68292  0.357
H40 -2.92294 4.08175 -3.00972  0.415
N13 1.04768 -0.97536 0.79979  0.292
C21 1.51849 -0.35797 -0.33474  -1.450
C22 0.40106 0.12837 -0.97438  0.092
C23 -0.74862 -0.19086 -0.21759  -0.688
C24 -0.31276 -0.88180 0.88252  -1.191
H41 1.57815 -1.42009 1.53061  0.294
H42 2.58181 -0.47136 -0.47729  0.610
H43 0.34463 0.70683 -1.88462  0.771
H44 -1.76477 0.07819 -0.45609  0.634
H45 -0.78823 -1.14516 1.81397  0.704
N14 5.19543 -2.05397 0.29178  0.059
C25 5.36137 -0.84924 0.90320  -0.457
C26 6.46096 -0.24870 0.33113  -0.661
C27 7.00727 -1.16376 -0.59530  -0.406
C28 6.21335 -2.28256 -0.60297  -0.560
H46 4.47685 -2.74426 0.41733  0.230
H47 4.58498 -0.38738 1.49248  0.472
H48 6.93376 0.70565 0.49347  0.443
H49 7.86797 -0.99845 -1.22319  0.417
H50 6.28645 -3.26405 -1.03885  0.436

LUMO energy ... -0.1 eV
E_tot ... -2164.55453 Ha
Molar mass ... 646.8 g mol⁻¹
SMILES ... c1cc[nH]c1.c1cc[nH]c1.c1cc[nH]c1.c1cc[nH]c1.NC(N)=O.NC(N)=O.NC(N)=O.NC(N)=O.CCCC#N.CCCC#N
Kohn-Sham gap ... 8.0 eV
2S+1 ... 1